51
Properties=species:S:1:pos:R:3 method="wB97M-V/def2-TZVPD" total_charge=0 de_lowest_kcal_mol=27.5 e_homo_ev=-8.53 orbital_gap_ev=9.0 total_energy_ev=-34244.740
C -0.22 3.64 1.63
C -0.41 2.16 1.58
N 0.65 1.40 1.80
C 2.02 1.82 1.93
C 2.75 1.90 0.57
N 3.22 0.67 -0.01
C 2.20 -0.29 -0.39
C 2.86 -1.34 -1.29
O 3.92 -1.99 -0.63
C 4.89 -1.06 -0.22
C 4.29 0.00 0.71
C -1.65 1.56 1.31
C -2.86 2.34 1.14
O -3.00 3.55 1.27
N -3.99 1.61 0.81
C -4.10 0.26 0.59
O -5.15 -0.26 0.27
N -2.93 -0.44 0.77
C -2.97 -1.88 0.51
C -2.62 -2.16 -0.93
C -1.30 -2.37 -1.30
C -0.98 -2.58 -2.63
C -1.97 -2.59 -3.59
C -3.29 -2.37 -3.23
C -3.62 -2.16 -1.90
C -1.73 0.12 1.16
O -0.78 -0.65 1.34
H 0.56 3.95 0.94
H -1.14 4.16 1.40
H 0.10 3.93 2.64
H 0.46 0.39 1.71
H 2.53 1.10 2.57
H 2.07 2.80 2.42
H 3.63 2.55 0.69
H 2.08 2.37 -0.16
H 1.41 0.22 -0.94
H 1.76 -0.80 0.48
H 2.14 -2.12 -1.56
H 3.23 -0.85 -2.21
H 5.66 -1.63 0.30
H 5.33 -0.56 -1.09
H 5.05 0.73 0.98
H 3.93 -0.50 1.63
H -4.84 2.15 0.69
H -3.99 -2.22 0.73
H -2.26 -2.36 1.18
H -0.53 -2.36 -0.55
H 0.05 -2.75 -2.92
H -1.72 -2.75 -4.63
H -4.07 -2.37 -3.98
H -4.64 -1.98 -1.61


102
Properties=species:S:1:pos:R:3 method="wB97M-V/def2-TZVPD" total_charge=0 e_homo_ev="-8.12 / -8.22" orbital_gap_ev="6.8 / 7.1" spin_multiplicity=4 total_energy_ev=-109727.174 s2=3.75
Ti -17.28 8.48 13.58
N -16.70 6.05 15.03
O -17.91 6.38 14.97
O -16.34 4.90 15.24
O -15.88 6.99 14.86
C -18.89 2.33 15.49
C -19.35 2.85 14.12
O -20.71 3.18 14.34
C -21.14 2.67 15.51
O -22.24 2.75 15.91
O -20.12 2.04 16.13
F -19.40 1.77 13.25
H -18.44 3.16 16.04
H -18.23 1.48 15.40
H -18.81 3.68 13.69
O -12.37 2.85 19.70
P -13.62 2.25 19.23
N -13.35 0.75 18.60
C -12.12 0.02 18.93
C -14.33 0.07 17.77
N -14.39 3.09 17.99
C -15.82 3.13 17.75
C -13.56 3.64 16.92
N -14.85 2.10 20.38
C -14.84 0.96 21.30
C -15.26 3.36 21.00
H -11.21 0.59 18.77
H -12.06 -0.93 18.39
H -12.18 -0.21 20.00
H -15.31 0.49 17.96
H -14.36 -1.00 18.01
H -14.09 0.17 16.70
H -16.22 4.14 17.92
H -15.99 2.85 16.71
H -16.40 2.49 18.42
H -13.94 4.56 16.47
H -12.58 3.89 17.31
H -13.43 2.86 16.17
H -15.87 0.68 21.51
H -14.30 0.09 20.94
H -14.35 1.29 22.23
H -16.14 3.18 21.61
H -15.40 4.11 20.22
H -14.52 3.77 21.70
O -21.09 7.68 19.82
P -19.71 7.25 19.52
N -19.64 5.84 18.69
C -19.76 4.51 19.27
C -20.16 5.85 17.32
N -18.75 6.92 20.88
C -17.42 6.34 20.84
C -19.00 7.73 22.10
N -18.84 8.43 18.63
C -19.09 9.85 18.92
C -17.60 8.07 17.99
H -20.79 4.15 19.13
H -19.64 4.52 20.35
H -19.05 3.82 18.81
H -19.90 6.75 16.77
H -21.24 5.68 17.36
H -19.71 5.03 16.76
H -17.25 5.84 19.89
H -16.69 7.17 20.83
H -17.23 5.68 21.68
H -20.03 7.55 22.40
H -18.23 7.50 22.84
H -18.75 8.77 21.89
H -19.31 10.01 19.97
H -18.18 10.42 18.70
H -19.93 10.16 18.30
H -17.34 8.80 17.22
H -17.58 7.05 17.61
H -16.74 8.11 18.68
O -13.17 2.14 10.13
P -13.03 1.97 11.59
N -11.45 2.15 12.11
C -11.05 2.54 13.46
C -10.38 1.67 11.25
N -13.60 0.43 12.08
C -13.35 0.00 13.43
C -14.60 -0.20 11.22
N -13.89 3.06 12.53
C -13.51 4.46 12.45
C -15.33 2.92 12.44
H -11.65 3.39 13.81
H -10.04 2.96 13.42
H -10.98 1.67 14.11
H -10.74 1.64 10.22
H -9.95 0.73 11.60
H -9.62 2.46 11.20
H -14.02 0.45 14.18
H -13.45 -1.09 13.50
H -12.36 0.31 13.74
H -15.57 0.25 11.46
H -14.34 -0.05 10.18
H -14.72 -1.26 11.46
H -14.02 4.98 11.62
H -13.78 4.97 13.38
H -12.46 4.67 12.27
H -15.87 3.69 12.99
H -15.67 1.94 12.77
H -15.67 3.05 11.39


16
Properties=species:S:1:pos:R:3 method="wB97M-V/def2-TZVPD" total_charge=0 de_lowest_kcal_mol=47.6 e_homo_ev=-8.57 orbital_gap_ev=9.2 total_energy_ev=-8299.442 smiles="CC(N)=O.CN"
C 0.67 1.16 1.29
C 0.44 1.28 -0.11
N 0.60 2.55 -0.55
O 0.27 0.45 -1.04
H -0.51 0.79 1.72
H 0.92 2.13 1.92
H 1.49 0.32 1.56
H 0.08 2.73 -1.49
H 0.66 3.42 0.11
C -0.82 -2.09 0.07
N -0.65 -2.35 -1.38
H -0.62 -3.02 0.62
H -0.18 -1.31 0.53
H -1.87 -1.82 0.16
H -0.79 -1.52 -1.88
H 0.31 -2.72 -1.53